C5H11N | wB97M-V/def2-TZVPD

Each line ends with the Mulliken charge.
Atoms and positions in Å:
C (-2.031, 0.396, -1.006)  -1.16
C (-1.052, 0.581, 0.142)  -0.11
N (-0.489, -0.687, 0.579)  -0.29
C (0.451, -1.365, -0.292)  -0.38
C (0.911, -0.752, 0.980)  0.06
C (1.838, 0.444, 0.942)  -1.28
H (-2.394, 1.376, -1.336)  0.36
H (-1.533, -0.081, -1.858)  0.31
H (-2.889, -0.221, -0.720)  0.30
H (-0.283, 1.301, -0.177)  0.11
H (-1.563, 1.026, 1.005)  0.28
H (0.317, -2.440, -0.392)  0.24
H (0.768, -0.864, -1.209)  0.26
H (1.081, -1.406, 1.835)  0.33
H (2.868, 0.117, 0.774)  0.34
H (1.810, 0.996, 1.886)  0.29
H (1.592, 1.143, 0.139)  0.32

Output
frontier orbital gap	10.03	eV
ΔE to the lowest compared entry with this formula, charge and spin	29.2	kcal/mol
HOMO	-8.833	eV
SMILES string	CCN1C[C@H]1C



C3H5BrS2 | wB97M-V/def2-TZVPD

Each line ends with the Mulliken charge.
Atoms and positions in Å:
C (-4.162, -0.362, -1.711)  0.14
C (1.124, 0.568, 0.994)  -0.80
C (0.468, -0.658, 0.269)  -0.52
S (-3.702, 1.118, -1.919)  -0.16
S (-1.155, -1.159, 0.965)  -0.11
Br (-4.357, -1.580, -0.366)  0.02
H (1.345, 0.199, 1.924)  0.30
H (2.007, 0.724, 0.438)  0.28
H (0.336, 1.365, 0.914)  0.27
H (1.150, -1.533, 0.116)  0.36
H (-0.058, -0.388, -0.624)  0.22

Output
frontier orbital gap (alpha / beta)	8.44 / 6.27	eV
ΔE to the lowest compared entry with this formula, charge and spin	55.3	kcal/mol
HOMO (alpha / beta)	-9.254 / -7.978	eV



Q: Which max |F| values were calculated for the entries above? A: 0.26 4.35, in eV Å⁻¹.